DFT (ωB97M-V/def2-TZVPD) results for a cluster of 9 separate species, C34H87N5O9 in total in a non-equilibrium geometry.

Output
E, a.u.: -2298.16809
Kohn-Sham gap, eV: 7.66
Spin multiplicity: 1
Energy above the lowest of the compared OMol25 structures with the same formula, charge and spin, kcal/mol: 105.5
Maximum force, eV/Å: 5.1
LUMO, eV: 0.17

Each atom is followed by the atoms it is bonded to, with distances in Å.
CARTESIAN COORDINATES (ANGSTROEM)
1 N 8.22759 -2.97476 -14.80279  C4 1.440, H74 1.010, H124 1.010
2 H 5.97406 -3.27669 -27.08372  C18 1.090
3 C -3.24983 -3.14793 -15.40481  H88 1.090, H93 1.090, O117 1.438, H128 1.090
4 C 8.15034 -1.57743 -14.46371  N1 1.440, C7 1.527, C107 1.542, H114 1.090
5 C -1.58392 -8.94969 -23.06642  H28 1.090, H42 1.090, H71 1.090, C119 1.622
6 C -3.12607 8.80585 -14.51107  H10 1.090, C85 1.543, H98 1.090, H122 1.090
7 C 7.03419 -1.04267 -15.35789  C4 1.527, H30 1.090, O40 1.468, H70 1.090
8 N -6.12735 0.30290 -17.27291  H48 1.010, H51 1.010, C103 1.452
9 C -3.06055 -9.02322 -20.96510  H29 1.090, H33 1.090, H47 1.090, C119 1.507
10 H -3.78146 8.01388 -14.14862  C6 1.090
11 H 4.43367 -2.52764 -23.93750  C69 1.090
12 H -3.70825 1.16897 -17.04570  C62 1.090
13 H 0.36953 -4.92926 -16.37186  O59 0.960
14 C 5.65267 0.86012 -15.68495  O40 1.390, H44 1.090, H57 1.090, H97 1.090
15 H -7.07192 -2.06670 -21.04500  C80 1.090
16 C 0.76563 0.19217 -19.55934  H39 1.090, H86 1.090, O111 1.355, H116 1.090
17 H -1.22356 4.75661 -14.88884  C112 1.090
18 C 5.40442 -4.10369 -26.65984  H2 1.090, H41 1.090, O64 1.414, H105 1.090
19 H 1.33181 -1.99961 -13.71008  C76 1.090
20 C -4.34698 -7.21359 -24.02445  C25 1.578, H65 1.090, H94 1.090, C127 1.559
21 C -0.83330 9.79901 -15.00706  H36 1.090, C85 1.562, H95 1.090, H130 1.090
22 H -0.28217 5.05662 -16.43372  C112 1.090
23 H -4.25686 -9.31603 -23.53819  C25 1.090
24 C -1.58470 -5.73742 -23.96828  H56 1.090, H61 1.090, H115 1.090, C125 1.575
25 C -4.14545 -8.38357 -22.98484  C20 1.578, H23 1.090, H78 1.090, C119 1.552
26 H -3.51810 1.67224 -18.69270  C62 1.090
27 H 1.13556 7.52694 -16.65964  C92 1.090
28 H -1.94880 -9.90914 -23.43301  C5 1.090
29 H -3.53879 -10.00177 -21.00782  C9 1.090
30 H 6.10970 -1.60492 -15.22642  C7 1.090
31 H -4.84148 0.28140 -20.38052  C34 1.090
32 H 0.32111 -0.64024 -12.94526  C76 1.090
33 H -3.82319 -8.54673 -20.34912  C9 1.090
34 C -5.49301 -0.10783 -19.59816  H31 1.090, O35 1.425, H49 1.090, C103 1.599
35 O -6.85397 -0.29260 -19.97796  C34 1.425, C80 1.384
36 H -1.28636 10.06231 -15.96284  C21 1.090
37 H -2.91569 -4.51549 -21.02119  C132 1.090
38 H 7.05107 -0.22755 -25.62056  C131 1.090
39 H 1.37683 -0.44746 -18.92264  C16 1.090
40 O 6.76333 0.35919 -15.01612  C7 1.468, C14 1.390
41 H 4.50258 -4.28887 -27.24336  C18 1.090
42 H -1.27228 -8.51970 -24.01831  C5 1.090
43 H 0.57125 4.53717 -15.14118  C112 1.090
44 H 4.81060 0.61180 -15.03892  C14 1.090
45 H 9.85894 -0.80560 -15.68052  C107 1.090
46 H -4.68589 -5.72128 -22.52350  C127 1.090
47 H -2.07242 -9.12647 -20.51674  C9 1.090
48 H -6.38898 1.05440 -16.65089  N8 1.010
49 H -5.06475 -1.05387 -19.26694  C34 1.090
50 H 2.01698 6.40327 -15.70486  C92 1.090
51 H -6.99974 -0.05960 -17.63016  N8 1.010
52 H 3.38953 -0.25725 -24.85650  N104 1.010
53 H 1.63220 7.97603 -15.07033  C92 1.090
54 H -6.09463 1.78728 -18.74521  C103 1.090
55 H 4.57232 0.80256 -25.35189  N104 1.010
56 H -1.55435 -4.72564 -24.37262  C24 1.090
57 H 5.42328 0.52309 -16.69583  C14 1.090
58 H 2.04308 -3.78127 -17.24377  C133 1.090
59 O 1.26961 -5.19743 -16.17296  H13 0.960, C133 1.433
60 H 0.10181 -1.20900 -15.01536  O73 0.960
61 H -0.58268 -6.05049 -23.67494  C24 1.090
62 C -4.24843 1.60430 -17.88641  H12 1.090, H26 1.090, C103 1.489, H129 1.090
63 H -1.78877 -6.50975 -20.09374  O120 0.960
64 O 5.19683 -3.74411 -25.30836  C18 1.414, C69 1.459
65 H -3.81277 -7.36391 -24.96260  C20 1.090
66 C 5.08271 -1.23301 -25.47563  H68 1.090, C69 1.527, N104 1.421, C131 1.527
67 H 10.26485 -1.41386 -14.05601  C107 1.090
68 H 5.02891 -1.22074 -26.56423  C66 1.090
69 C 4.42712 -2.53720 -25.02744  H11 1.090, O64 1.459, C66 1.527, H108 1.090
70 H 7.24434 -1.30050 -16.39589  C7 1.090
71 H -0.79811 -9.30636 -22.40055  C5 1.090
72 N -2.48900 -6.82513 -21.83041  C119 1.519, O120 1.391, C125 1.513
73 O 0.78056 -0.56375 -14.80425  H60 0.960, C76 1.363
74 H 7.31108 -3.32994 -15.03513  N1 1.010
75 H 1.14758 6.01040 -13.15434  C109 1.090
76 C 1.17753 -0.93206 -13.55312  H19 1.090, H32 1.090, O73 1.363, H106 1.090
77 H -0.62119 5.83559 -12.85815  C109 1.090
78 H -5.01000 -8.35936 -22.32146  C25 1.090
79 H 9.47160 0.09092 -14.16924  C107 1.090
80 C -6.99655 -0.98614 -21.16675  H15 1.090, O35 1.384, H90 1.090, H100 1.090
81 H -0.26602 -1.18169 -20.28738  O111 0.960
82 C 0.00426 6.55193 -14.90236  C92 1.542, C109 1.571, C112 1.513, N118 1.511
83 H -1.96878 7.70508 -12.41545  C102 1.090
84 H 6.70402 -0.79525 -24.06673  C131 1.090
85 C -1.60448 8.54967 -14.47348  C6 1.543, C21 1.562, C102 1.631, N118 1.476
86 H 1.26813 0.37746 -20.50869  C16 1.090
87 H 0.38327 7.70206 -11.58405  C99 1.090
88 H -4.14010 -3.58962 -15.85250  C3 1.090
89 H -1.30150 9.24473 -12.37108  C102 1.090
90 H -6.16999 -0.84228 -21.86260  C80 1.090
91 H 2.07702 -5.36560 -18.11301  C133 1.090
92 C 1.22037 7.14463 -15.64241  H27 1.090, H50 1.090, H53 1.090, C82 1.542
93 H -3.53133 -2.28774 -14.79743  C3 1.090
94 H -5.39292 -7.24556 -24.32954  C20 1.090
95 H -0.91742 10.57894 -14.25028  C21 1.090
96 H -1.35487 -4.34819 -21.92352  C132 1.090
97 H 5.81065 1.93602 -15.75966  C14 1.090
98 H -3.55606 9.71604 -14.09304  C6 1.090
99 C 0.21548 7.76319 -12.65932  H87 1.090, C102 1.540, C109 1.505, H121 1.090
100 H -7.92175 -0.76392 -21.69845  C80 1.090
101 H -2.03113 6.63174 -16.66423  O134 0.960
102 C -1.20468 8.30328 -12.91184  H83 1.090, C85 1.631, H89 1.090, C99 1.540
103 C -5.48431 0.95219 -18.40132  N8 1.452, C34 1.599, H54 1.090, C62 1.489
104 N 4.38322 -0.10869 -24.95949  H52 1.010, H55 1.010, C66 1.421
105 H 6.10647 -4.93522 -26.72127  C18 1.090
106 H 2.09575 -0.41957 -13.26620  C76 1.090
107 C 9.51710 -0.88691 -14.64871  C4 1.542, H45 1.090, H67 1.090, H79 1.090
108 H 3.42906 -2.67721 -25.44262  C69 1.090
109 C 0.15709 6.42385 -13.34428  H75 1.090, H77 1.090, C82 1.571, C99 1.505
110 H -4.43576 -5.02165 -24.05740  C127 1.090
111 O -0.44408 -0.34802 -19.84592  C16 1.355, H81 0.960
112 C -0.31248 5.14098 -15.34742  H17 1.090, H22 1.090, H43 1.090, C82 1.513
113 H -2.85232 -3.52324 -22.42124  C132 1.090
114 H 7.83487 -1.55291 -13.42066  C4 1.090
115 H -1.76436 -6.35633 -24.84736  C24 1.090
116 H 0.71000 1.14371 -19.03059  C16 1.090
117 O -2.26749 -2.70318 -16.35690  C3 1.438, H135 0.960
118 N -1.18387 7.39869 -15.29569  C82 1.511, C85 1.476, O134 1.361
119 C -2.79229 -8.25773 -22.23553  C5 1.622, C9 1.507, C25 1.552, N72 1.519
120 O -1.41308 -6.66910 -20.96269  H63 0.960, N72 1.391
121 H 0.98992 8.46767 -12.96268  C99 1.090
122 H -3.43934 8.88734 -15.55189  C6 1.090
123 H 3.31070 -4.87467 -16.95230  C133 1.090
124 H 8.82906 -3.17517 -15.58903  N1 1.010
125 C -2.65675 -5.68897 -22.81556  C24 1.575, N72 1.513, C127 1.525, C132 1.510
126 H 7.16865 -1.94439 -25.26508  C131 1.090
127 C -4.05623 -5.81111 -23.40870  C20 1.559, H46 1.090, H110 1.090, C125 1.525
128 H -2.85696 -3.93324 -14.75902  C3 1.090
129 H -4.56249 2.59415 -17.55527  C62 1.090
130 H 0.22769 9.59657 -15.15344  C21 1.090
131 C 6.55531 -1.05599 -25.11457  H38 1.090, C66 1.527, H84 1.090, H126 1.090
132 C -2.43854 -4.43861 -21.99819  H37 1.090, H96 1.090, H113 1.090, C125 1.510
133 C 2.24233 -4.85014 -17.16692  H58 1.090, O59 1.433, H91 1.090, H123 1.090
134 O -1.60470 7.48832 -16.58659  H101 0.960, N118 1.361
135 H -2.68199 -2.02583 -16.89632  O117 0.960

Here are the Mulliken charges for atoms 1 to 4, given in e: -0.699 0.276 -0.640 0.666